(1)
C2H7NO2Si | ωB97M-V/def2-TZVPD

Calculated values
* frontier orbital gap: 10.87 eV
* calculated total energy: -575.1961 hartree
* strongest force on any atom: 0.0857 Eh/bohr
* SMILES: CC(=O)O[SiH2]N

Cartesian coordinates (Å):
C (-1.59, 0.99, 1.54)
C (-0.43, 0.71, 0.77)
O (0.35, 1.61, 0.49)
O (-0.25, -0.55, 0.38)
Si (0.90, -1.28, -0.64)
N (1.46, -0.25, -1.91)
H (-1.45, 1.23, 2.56)
H (-2.14, 1.90, 1.08)
H (-2.31, 0.15, 1.55)
H (-0.02, -2.10, -1.39)
H (1.84, -2.02, 0.21)
H (1.42, -0.81, -2.75)
H (2.22, 0.40, -1.89)


(2)
C2H7NO2Si | ωB97M-V/def2-TZVPD

Calculated values
* frontier orbital gap: 10.52 eV
* calculated total energy: -575.0124 hartree
* strongest force on any atom: 0.0800 Eh/bohr
* SMILES: C[SiH](C)[N+](=O)[O-]

Cartesian coordinates (Å):
C (0.16, -1.57, 0.59)
Si (-0.01, 0.25, 0.51)
C (-1.27, 0.70, -0.88)
N (1.55, 0.90, -0.17)
O (1.48, 2.02, -0.65)
O (2.58, 0.20, -0.12)
H (1.16, -1.80, 0.60)
H (-0.19, -1.86, 1.57)
H (-0.33, -2.12, -0.11)
H (-0.59, 0.68, 2.09)
H (-1.68, -0.02, -1.52)
H (-2.08, 1.10, -0.30)
H (-0.78, 1.52, -1.60)


(3)
C2H7NO3 | ωB97M-V/def2-TZVPD

Calculated values
* frontier orbital gap: 10.75 eV
* calculated total energy: -360.8388 hartree
* strongest force on any atom: 0.0642 Eh/bohr
* SMILES: O=CO.NCO

Cartesian coordinates (Å):
O (-0.08, -0.82, -2.52)
C (-0.10, -1.27, -1.38)
O (0.83, -1.02, -0.44)
H (-0.98, -1.85, -1.22)
H (0.81, -0.11, -0.13)
N (0.08, 1.75, 0.40)
C (-0.62, 1.05, 1.45)
O (0.03, -0.13, 1.92)
H (-0.34, 1.92, -0.52)
H (0.43, 2.60, 0.74)
H (-0.95, 1.67, 2.33)
H (-1.54, 0.65, 0.99)
H (0.13, -0.05, 2.94)


(4)
C2H7NO3 | ωB97M-V/def2-TZVPD

Calculated values
* frontier orbital gap: 10.34 eV
* calculated total energy: -360.8552 hartree
* strongest force on any atom: 0.0423 Eh/bohr
* SMILES: O=CO.NCO

Cartesian coordinates (Å):
O (0.97, -0.20, -1.92)
C (0.58, -1.33, -1.90)
O (-0.47, -1.74, -1.13)
H (0.96, -2.12, -2.55)
H (-0.26, -1.21, -0.34)
N (-1.15, 0.50, 0.34)
C (0.06, 1.07, 0.91)
O (0.49, 0.22, 1.97)
H (-1.59, -0.10, 1.03)
H (-1.73, 1.28, 0.08)
H (-0.18, 2.08, 1.27)
H (0.89, 1.13, 0.20)
H (1.43, 0.42, 2.04)


(5)
C2H7NO3 | ωB97M-V/def2-TZVPD

Calculated values
* frontier orbital gap: 10.48 eV
* calculated total energy: -360.8666 hartree
* strongest force on any atom: 0.0559 Eh/bohr
* SMILES: CNC(=O)O.O

Cartesian coordinates (Å):
C (0.29, -2.03, -0.95)
N (0.37, -1.35, 0.39)
C (0.22, 0.00, 0.56)
O (0.96, 0.61, 1.33)
O (-0.99, 0.51, 0.04)
H (1.16, -1.61, -1.48)
H (-0.68, -1.94, -1.65)
H (0.52, -3.15, -0.85)
H (1.02, -1.75, 1.12)
H (-1.56, -0.19, -0.38)
O (-0.43, 3.92, 0.32)
H (-0.89, 3.94, 1.19)
H (0.01, 3.05, 0.37)


(6)
C2H7NO3 | ωB97M-V/def2-TZVPD

Calculated values
* frontier orbital gap: 11.18 eV
* calculated total energy: -360.8701 hartree
* strongest force on any atom: 0.0676 Eh/bohr
* SMILES: O=CNCO.O

Cartesian coordinates (Å):
O (-0.41, -1.18, 1.00)
C (-0.55, -1.38, -0.18)
N (-1.04, -0.37, -1.01)
C (-0.77, 0.99, -0.59)
O (0.35, 1.52, -1.18)
H (-0.37, -2.30, -0.74)
H (-1.04, -0.49, -2.01)
H (-1.68, 1.59, -0.86)
H (-0.98, 1.10, 0.47)
H (1.17, 1.08, -0.92)
O (1.96, 0.18, 1.65)
H (1.20, -0.42, 1.50)
H (1.73, 0.53, 2.52)


(7)
C2H7NO3PS | ωB97M-V/def2-TZVPD

Calculated values
* net charge: -1
* frontier orbital gap: 8.07 eV
* calculated total energy: -1100.4985 hartree
* strongest force on any atom: 0.0999 Eh/bohr

Cartesian coordinates (Å):
C (-0.63, 1.12, -0.89)
C (-1.72, -1.04, 0.66)
N (0.88, -0.38, 0.68)
O (3.53, 0.17, 1.15)
O (0.05, -1.63, -1.32)
O (2.33, 1.29, -0.66)
P (-0.30, -0.58, -0.38)
S (2.68, -0.03, -0.04)
H (0.17, 0.99, -1.63)
H (-1.50, 1.43, -1.48)
H (-0.34, 1.78, -0.20)
H (-1.43, -1.86, 1.42)
H (-1.88, -0.28, 1.42)
H (-2.46, -1.32, -0.04)
H (0.63, 0.36, 1.31)


(8)
C2H7NOS | ωB97M-V/def2-TZVPD

Calculated values
* frontier orbital gap: 9.55 eV
* calculated total energy: -608.4921 hartree
* strongest force on any atom: 0.1089 Eh/bohr
* SMILES: C=NC.OS

Cartesian coordinates (Å):
C (-1.33, 1.84, 0.23)
N (-0.70, 0.82, -0.08)
C (-1.40, -0.43, -0.02)
H (-0.93, 2.81, 0.33)
H (-2.46, 1.79, 0.43)
H (-2.32, -0.37, 0.43)
H (-1.35, -0.75, -1.09)
H (-0.59, -1.13, 0.48)
O (4.02, 0.03, -0.71)
S (2.46, -0.06, 0.03)
H (4.51, -0.80, -0.50)
H (1.73, 0.07, -1.14)